Computed, not measured: a structure of composition C6H19Na2O9P2, with wB97M-V/def2-TZVPD.

Structure (XYZ):
```
38
Properties=species:S:1:pos:R:3:forces:R:3
Na 2.285388 3.132145 4.491993 -0.7 -0.5 -0.7
Na 3.622651 0.097349 3.648581 -0.7 -0.1 -0.5
O 1.739413 1.310413 3.175031 1.7 0.7 1.5
H 1.259083 0.934662 2.447671 -0.3 0.0 -0.4
C -1.646642 1.171317 2.060743 0.6 -1.2 0.4
O -2.066980 2.029005 1.027672 0.2 1.1 -0.6
P -1.515543 1.903554 -0.474666 -0.4 -0.9 -0.2
O -1.748965 0.591071 -1.099551 0.4 1.1 0.4
O -2.205479 3.112550 -1.224447 0.2 -0.7 0.6
C -2.301592 4.457782 -0.771839 -0.9 0.6 -0.1
O 0.054425 2.239517 -0.379677 -0.2 -0.2 0.1
C 0.560510 3.296733 0.408728 0.1 0.7 1.0
H -0.821349 0.515559 1.756499 -0.2 0.0 -0.3
H -2.479433 0.532766 2.348755 0.0 0.1 0.1
H -1.239731 1.677618 2.938834 -0.4 0.6 -0.2
H -1.533548 5.052547 -1.258284 0.1 0.1 0.2
H -2.339392 4.600333 0.310226 0.5 -0.4 0.0
H -3.287029 4.818486 -1.079496 0.2 0.0 -0.3
H 1.374525 2.958551 1.053695 0.1 -0.4 -0.3
H -0.172840 3.689995 1.121256 -0.2 -0.1 -0.2
H 0.923540 4.142983 -0.175314 -0.1 -0.2 -0.4
C 0.869935 -1.000882 -0.034250 0.3 -0.2 0.1
O 1.507945 -2.248589 -0.342607 0.0 -0.2 -0.1
P 0.565011 -3.506122 -0.619253 -0.8 0.3 -0.2
O -0.402448 -3.800684 0.452891 0.7 0.0 -0.7
O -0.087113 -3.144710 -2.039540 0.6 -0.1 0.6
C -1.451915 -3.439552 -2.321890 -0.5 -0.6 -0.6
O 1.605948 -4.640033 -0.931108 0.0 -0.3 0.5
C 2.798061 -4.487121 -1.697773 0.1 0.7 -0.3
H -0.163055 -1.163615 0.266164 -0.1 0.1 -0.1
H 0.940940 -0.328379 -0.884463 -0.2 0.0 0.0
H 1.431718 -0.587838 0.804642 0.0 0.1 0.0
H -1.864600 -4.147016 -1.603963 -0.1 0.5 0.4
H -1.552642 -3.969004 -3.274491 0.5 0.2 -0.1
H -1.988195 -2.500721 -2.417261 -0.2 0.0 0.4
H 3.086986 -3.434574 -1.721859 0.0 -0.1 0.0
H 2.635031 -4.817246 -2.722001 -0.1 -0.1 0.1
H 3.607384 -5.048837 -1.239666 -0.2 -0.2 0.1
```
Positions in Å, forces in eV/Å.

Output
* E_LUMO: -4.997 eV
* HOMO: -12.097 eV
* energy above the lowest of the compared OMol25 structures with the same formula, charge and spin: 9.3 kcal/mol
* net charge: +1